[1]
{
  "formula": "C4H10N3",
  "method": "ωB97M-V/def2-TZVPD",
  "symbols": ["C", "N", "N", "C", "C", "C", "N", "H", "H", "H", "H", "H", "H", "H", "H", "H", "H"],
  "coordinates": [[1.124, -1.891, -0.887], [0.137, -0.935, -0.921], [0.059, 0.104, 0.083], [-1.072, 0.942, -0.247], [-0.973, 2.095, 0.694], [0.043, 2.371, 1.485], [0.836, 2.552, 2.375], [1.174, -2.554, -0.075], [1.009, -2.524, -1.741], [2.111, -1.464, -0.976], [-0.017, -0.460, -1.806], [0.958, 0.503, 0.134], [-0.131, -0.388, 0.975], [-1.952, 0.237, -0.232], [-0.887, 1.171, -1.238], [-1.888, 2.697, 0.617], [1.615, 3.132, 2.528]],
  "nbo_charge": [-0.45, -0.44, -0.33, -0.20, -0.51, 0.43, -0.57, 0.22, 0.26, 0.18, 0.38, 0.41, 0.44, 0.26, 0.21, 0.29, 0.43],
  "de_lowest_kj_mol": 404.70,
  "smiles": "CN[NH2+]CC=C=N",
  "lumo_energy_ev": -3.3216,
  "charge": 1,
  "homo_lumo_gap_ev": 9.67
}

[2]
{
  "formula": "C4H10N3",
  "method": "ωB97M-V/def2-TZVPD",
  "symbols": ["C", "N", "C", "C", "C", "N", "N", "H", "H", "H", "H", "H", "H", "H", "H", "H", "H"],
  "coordinates": [[-0.416, 1.690, 0.562], [-0.473, 0.290, 0.191], [-0.889, -0.208, -1.130], [0.396, -0.620, 0.897], [1.968, -1.046, 0.324], [2.711, -0.119, -0.293], [3.026, 0.881, -0.660], [0.497, 2.119, 0.025], [-1.417, 2.139, 0.165], [-0.238, 1.925, 1.673], [-1.606, -1.101, -1.112], [-1.581, 0.566, -1.491], [-0.011, -0.459, -1.714], [-0.137, -1.583, 0.810], [0.516, -0.524, 2.058], [2.558, -1.495, 1.153], [1.676, -1.969, -0.279]],
  "nbo_charge": [-0.42, -0.42, -0.43, -0.17, -0.42, 0.14, 0.31, 0.17, 0.24, 0.24, 0.23, 0.24, 0.18, 0.23, 0.25, 0.30, 0.31],
  "de_lowest_kj_mol": 445.90,
  "smiles": "CN(C)CC[N+]#N",
  "lumo_energy_ev": [-5.7484, -5.7495],
  "charge": 1,
  "homo_lumo_gap_ev": [7.10, 7.09]
}

Molar mass values (in g/mol) by entry order: 100.1; 100.1.